{"formula": "C39H53N5P2V", "method": "ωB97M-V/def2-TZVPD", "elements": ["V", "C", "C", "C", "C", "C", "C", "C", "C", "C", "H", "H", "H", "H", "H", "H", "H", "H", "H", "H", "H", "H", "H", "H", "H", "P", "P", "N", "N", "N", "N", "C", "C", "C", "C", "C", "C", "C", "C", "C", "C", "C", "C", "C", "C", "C", "C", "C", "C", "H", "H", "H", "H", "H", "H", "H", "H", "H", "H", "H", "H", "H", "H", "H", "H", "H", "H", "H", "H", "C", "C", "C", "C", "C", "C", "C", "C", "N", "C", "C", "C", "C", "H", "H", "H", "H", "H", "H", "H", "H", "H", "H", "H", "H", "H", "H", "H", "H", "H", "H"], "xyz": [[-0.63645, 0.29852, -4.87943], [-1.86568, 1.15724, -6.13133], [-1.79186, -0.29171, -6.25360], [-0.74639, -1.14884, -6.89466], [0.67605, -0.52912, -6.94286], [1.10589, 0.22745, -5.73704], [0.81986, 1.56665, -5.26537], [0.13279, 2.67043, -5.98298], [-1.07770, 2.21340, -6.80524], [2.45776, 0.78904, 0.34112], [-2.90802, 1.46639, -5.99275], [-2.74988, -0.78658, -6.09161], [-1.05675, -1.41186, -7.92314], [-0.69116, -2.14352, -6.40049], [1.36517, -1.39334, -7.03867], [0.82580, 0.01326, -7.88956], [2.07593, -0.13400, -5.38380], [1.52125, 1.97864, -4.52150], [0.80296, 3.26218, -6.63202], [-0.22561, 3.40822, -5.23677], [-1.75763, 3.08103, -6.86644], [-0.77477, 1.96601, -7.82993], [1.40060, 1.08650, 0.47644], [3.09357, 1.68839, 0.36804], [2.72438, 0.11567, 1.16786], [2.54479, -0.12425, -1.21204], [-2.56209, -0.16330, -1.26688], [3.43423, 0.94124, -2.22774], [3.62395, -1.40814, -1.19956], [-3.39261, 0.97022, -2.26744], [-3.69341, -1.36543, -1.43699], [0.33930, -1.37468, -3.27693], [-1.04995, -1.37798, -2.96639], [3.11240, 2.30011, -2.31606], [3.86376, 2.87105, -3.32686], [4.62374, 1.81889, -3.94195], [4.30167, 0.63923, -3.29022], [4.67487, -1.40329, -0.27895], [5.22426, -2.66472, -0.24342], [4.53054, -3.47568, -1.20607], [3.55131, -2.68941, -1.78445], [-2.82916, 2.24989, -2.47385], [-3.67757, 2.99138, -3.27070], [-4.75667, 2.12928, -3.66718], [-4.56722, 0.91135, -3.03303], [-4.05259, -2.06514, -2.60196], [-4.76883, -3.17830, -2.23196], [-4.85271, -3.18591, -0.79477], [-4.16613, -2.09256, -0.32112], [0.85607, -2.36649, -3.34252], [0.95598, -0.56930, -2.79136], [-1.82064, -1.26263, -3.78664], [-1.28580, -2.12860, -2.19994], [2.35206, 2.70104, -1.67409], [3.83039, 3.90437, -3.62246], [5.27593, 1.91676, -4.79369], [4.55381, -0.38144, -3.51843], [4.87830, -0.49614, 0.26713], [6.02307, -2.96174, 0.41790], [4.74028, -4.51612, -1.41503], [2.82841, -2.87651, -2.56713], [-1.90568, 2.49562, -1.97395], [-3.58020, 4.03996, -3.51181], [-5.57273, 2.39373, -4.32501], [-5.20346, 0.04211, -3.01640], [-3.73942, -1.71895, -3.57257], [-5.15527, -3.92723, -2.90121], [-5.34878, -3.93625, -0.20626], [-3.93572, -1.73622, 0.66991], [-0.97599, -0.08626, 5.48477], [-1.06032, 0.16941, 4.00288], [-1.64184, 1.35187, 3.52989], [-1.69997, 1.60422, 2.15533], [-2.34091, 2.87576, 1.66747], [-1.12440, 0.71202, 1.26884], [-0.64299, -0.58781, 1.68066], [-0.57471, -0.77018, 3.09836], [-0.32592, -1.47244, 0.72109], [-0.07233, -2.88939, 0.98967], [1.24467, -3.08407, 1.72669], [-1.18560, -3.55534, 1.78293], [0.05017, -3.68122, -0.29274], [-0.40340, 0.69970, 5.99757], [-1.97323, -0.08541, 5.94734], [-0.49741, -1.04658, 5.70768], [-2.02844, 2.10028, 4.22447], [-3.29884, 3.04056, 2.17967], [-1.68999, 3.73801, 1.87282], [-2.53368, 2.85688, 0.58735], [-1.06840, 1.00745, 0.20859], [-0.13301, -1.70163, 3.45239], [1.27690, -2.50270, 2.65294], [1.33090, -4.14846, 1.98336], [2.08820, -2.78225, 1.08932], [-2.13476, -3.48370, 1.23945], [-0.91839, -4.61206, 1.91344], [-1.30901, -3.09114, 2.76289], [-0.85647, -3.57397, -0.89185], [0.92799, -3.38794, -0.87398], [0.13586, -4.74934, -0.05456]], "forces_ev_per_angstrom": [[1.11, -1.80, 6.61], [-1.77, -1.26, -1.59], [-2.25, 0.49, -1.62], [0.40, -0.70, -0.58], [0.61, -0.91, -1.98], [1.67, 1.01, 0.15], [1.26, 0.59, -0.74], [-0.41, 1.27, -0.34], [0.23, 1.34, -0.84], [-0.04, 0.13, 0.65], [0.36, -0.31, 0.64], [0.15, 0.06, 0.13], [0.11, 0.26, 0.33], [-0.14, 0.53, 0.04], [-0.36, 0.50, 0.05], [-0.23, 0.14, 0.35], [-0.49, 0.02, 0.54], [-0.17, -0.75, -0.02], [-0.02, -0.36, 0.21], [0.21, -0.35, -0.16], [0.38, -0.29, -0.31], [-0.12, -0.15, 0.19], [0.53, -0.17, -0.02], [-0.08, -0.46, -0.09], [-0.13, 0.19, -0.14], [-0.93, -0.34, -1.81], [-0.74, 0.61, -1.85], [-0.03, 0.93, -0.90], [0.76, -0.36, 0.87], [0.69, 0.37, -0.31], [0.06, -0.99, 0.25], [-0.08, 0.07, 0.71], [-1.02, 0.29, 0.25], [0.90, -0.23, -0.65], [-0.50, -0.83, 0.41], [-0.86, -0.56, 0.61], [-0.24, 0.92, 0.16], [0.05, -1.21, -0.15], [-0.39, 0.79, -0.12], [-0.56, 0.83, -0.12], [0.43, 0.05, 0.73], [-0.74, 0.21, -0.31], [0.70, -0.78, 0.39], [0.52, -1.00, 0.88], [-0.27, 0.96, -0.42], [-0.72, -0.90, 0.43], [0.69, 0.96, 0.14], [0.59, 0.76, 0.04], [-0.20, -0.79, -0.81], [-0.32, 0.86, 0.47], [0.54, 0.46, -1.30], [0.34, 0.09, 0.77], [-0.40, -0.72, -1.18], [0.08, 0.31, 0.22], [0.09, 0.10, 0.03], [0.07, -0.05, 0.06], [0.31, -0.03, 0.22], [0.21, -0.15, 0.07], [0.03, -0.08, -0.16], [-0.08, 0.19, -0.11], [0.16, -0.11, 0.21], [-0.03, 0.22, 0.07], [0.14, -0.13, -0.07], [-0.01, -0.09, 0.19], [0.07, 0.09, 0.01], [-0.20, -0.01, 0.07], [-0.09, 0.01, -0.03], [-0.05, 0.03, 0.13], [-0.16, -0.06, 0.06], [0.03, 0.03, 0.35], [0.28, -0.36, 0.06], [0.00, -0.23, -0.11], [0.25, 0.15, -0.28], [0.04, 0.29, -0.03], [0.05, 0.06, -0.31], [0.08, 0.43, 0.07], [-0.16, -0.30, 0.12], [-0.43, 0.30, -0.42], [0.31, 0.00, 0.55], [0.44, 0.12, 0.38], [-0.40, 0.04, 0.34], [-0.14, -0.08, -0.59], [-0.10, -0.17, -0.21], [0.22, -0.05, -0.19], [-0.13, 0.21, -0.09], [0.04, -0.29, -0.11], [0.27, 0.02, -0.15], [-0.24, -0.15, -0.01], [0.04, -0.04, 0.21], [0.14, -0.27, 0.88], [-0.31, 0.55, 0.22], [0.24, -0.25, -0.22], [0.24, 0.29, -0.09], [-0.08, -0.13, 0.20], [0.09, -0.11, 0.11], [-0.27, 0.26, 0.05], [-0.15, -0.28, -0.12], [-0.04, -0.02, -0.10], [-0.06, 0.05, -0.03], [0.10, 0.27, -0.10]], "lowdin_spin": [0.005, -0.003, 0.000, 0.000, 0.001, 0.001, -0.003, -0.001, -0.001, 0.005, 0.000, 0.000, 0.000, 0.000, 0.000, 0.000, 0.000, 0.000, 0.000, 0.000, 0.000, 0.000, 0.001, 0.000, 0.000, 0.019, 0.003, 0.005, 0.002, 0.000, 0.001, -0.018, 0.000, 0.000, 0.002, 0.002, 0.000, 0.000, 0.000, 0.000, 0.000, 0.000, 0.000, 0.000, 0.000, -0.001, 0.001, 0.000, 0.001, -0.001, -0.001, -0.001, -0.001, 0.000, 0.000, 0.000, 0.000, 0.000, 0.000, 0.000, 0.000, 0.000, 0.000, 0.000, 0.000, 0.000, 0.000, 0.000, 0.000, -0.009, -0.007, 0.188, 0.000, -0.007, 0.126, 0.022, 0.140, 0.431, 0.036, 0.022, 0.020, 0.000, -0.003, -0.003, 0.000, 0.009, -0.001, -0.003, 0.000, 0.005, 0.006, 0.000, 0.002, 0.000, 0.000, 0.001, 0.002, 0.000, 0.000, 0.000], "lumo_ev": [-8.494, -8.568], "orbital_gap_ev": [4.063, 4.476], "spin_multiplicity": 2, "charge": 2}